ORCA calculation (wB97M-V/def2-TZVPD) on C4H5NO in the gas phase.

```
! RIJCOSX wB97M-V def2-TZVPD def2/J DEFGRID3
* xyz 0 1
N -1.576 2.018 -1.307
C -0.661 1.496 -0.837
C 0.247 0.790 0.047
C 0.340 -0.728 -0.073
C -0.021 -1.632 0.970
O 1.348 -1.357 0.691
H 1.256 1.259 0.093
H -0.001 1.051 1.142
H 0.328 -1.180 -1.079
H -0.374 -2.577 0.761
H -0.394 -1.386 2.059
*
```

Computed properties:
HOMO energy in eV: -10.9
E_LUMO in Ha: 0.0295
Frontier orbital gap in eV: 11.7
Relative energy (zero: lowest compared OMol25 entry of this formula, charge and spin) in kJ/mol: 214.0
SMILES: N#CC[C@@H]1CO1

ORCA calculation (wB97M-V/def2-TZVPD) on C4H5NO in the gas phase.

```
! RIJCOSX wB97M-V def2-TZVPD def2/J DEFGRID3
* xyz 0 1
N -1.829 -0.788 0.029
C -0.624 -0.123 -0.012
C 0.514 -0.281 -0.686
C 1.509 0.535 0.081
C 0.735 1.406 1.019
O -0.497 0.891 0.950
H -2.613 -0.223 0.324
H -2.019 -1.329 -0.802
H 0.776 -1.050 -1.396
H 2.437 0.932 -0.335
H 1.752 -0.324 0.724
*
```

Computed properties:
HOMO energy in eV: -8.6
E_LUMO in Ha: 0.0281
Frontier orbital gap in eV: 9.3
Relative energy (zero: lowest compared OMol25 entry of this formula, charge and spin) in kJ/mol: 316.8

ORCA calculation (wB97M-V/def2-TZVPD) on C4H5NO as an isolated structure.

```
! RIJCOSX wB97M-V def2-TZVPD def2/J DEFGRID3
* xyz 0 1
N -1.946 -0.613 2.164
C -1.123 -0.015 1.610
C -0.138 0.649 0.905
C 0.467 0.042 -0.259
C -0.003 -0.538 -1.431
O 0.812 0.621 -1.468
H 1.159 0.425 1.111
H -0.165 1.735 0.900
H 1.597 -0.614 0.028
H 0.460 -1.394 -1.887
H -1.041 -0.345 -1.647
*
```

Computed properties:
HOMO energy in eV: -10.0
E_LUMO in Ha: 0.0166
Frontier orbital gap in eV: 10.5
Relative energy (zero: lowest compared OMol25 entry of this formula, charge and spin) in kJ/mol: 493.5

ORCA calculation (wB97M-V/def2-TZVPD) on C4H5NO in the gas phase.

```
! RIJCOSX wB97M-V def2-TZVPD def2/J DEFGRID3
* xyz 0 1
C -1.512 -0.067 -0.695
C -0.225 -0.015 0.036
O -0.210 0.309 1.303
C 1.116 -0.203 -0.326
C 1.248 0.514 1.395
N 2.051 0.865 2.182
H -2.258 0.592 -0.245
H -1.888 -1.097 -0.679
H -1.348 0.203 -1.741
H 1.471 0.006 -1.334
H 1.555 -1.107 0.103
*
```

Computed properties:
HOMO energy in eV: -8.4
E_LUMO in Ha: -0.0162
Frontier orbital gap in eV: 7.9
Relative energy (zero: lowest compared OMol25 entry of this formula, charge and spin) in kJ/mol: 397.4

ORCA calculation (wB97M-V/def2-TZVPD) on C4H5NO in the gas phase.

```
! RIJCOSX wB97M-V def2-TZVPD def2/J DEFGRID3
* xyz 0 1
C 2.300 0.430 -0.338
C 1.303 -0.222 -0.158
C 0.088 -1.019 0.017
C -1.240 -0.253 0.081
N -1.162 1.097 0.195
O -2.292 -0.859 0.024
H 3.191 0.992 -0.519
H 0.153 -1.633 0.922
H -0.017 -1.718 -0.819
H -2.031 1.606 0.236
H -0.293 1.578 0.359
*
```

Computed properties:
HOMO energy in eV: -9.8
E_LUMO in Ha: 0.0318
Frontier orbital gap in eV: 10.7
Relative energy (zero: lowest compared OMol25 entry of this formula, charge and spin) in kJ/mol: 113.9
SMILES: C#CCC(N)=O

ORCA calculation (wB97M-V/def2-TZVPD) on a 2-piece molecular cluster, C4H5NO overall.

```
! RIJCOSX wB97M-V def2-TZVPD def2/J DEFGRID3
* xyz 0 1
C -1.408 0.904 -1.393
N -2.181 1.375 -0.670
O -3.001 1.880 0.053
H -0.603 0.391 -1.871
C 1.310 -1.133 -1.058
C 1.105 -0.788 0.079
C 0.860 -0.373 1.461
H 1.506 -1.457 -2.056
H 0.207 -1.087 1.971
H 1.802 -0.315 2.016
H 0.381 0.611 1.497
*
```

Computed properties:
HOMO energy in eV: -9.9
E_LUMO in Ha: 0.0316
Frontier orbital gap in eV: 10.8
Relative energy (zero: lowest compared OMol25 entry of this formula, charge and spin) in kJ/mol: 471.6
SMILES: C#[N+][O-].C#CC

ORCA calculation (wB97M-V/def2-TZVPD) on C4H5NO as an isolated structure.

```
! RIJCOSX wB97M-V def2-TZVPD def2/J DEFGRID3
* xyz 0 1
C -0.972 -0.296 0.897
C -0.025 0.641 0.869
C 1.623 -0.867 -0.867
O 1.666 -1.927 -0.464
C -0.167 1.801 0.031
N -0.288 2.696 -0.695
H -1.898 -0.177 0.341
H -0.354 -0.893 -1.469
H -0.826 -1.226 1.436
H 0.922 0.525 1.387
H 0.162 -0.342 -1.666
*
```

Computed properties:
HOMO energy in eV: -10.7
E_LUMO in Ha: 0.0020
Frontier orbital gap in eV: 10.7
Relative energy (zero: lowest compared OMol25 entry of this formula, charge and spin) in kJ/mol: 301.5

ORCA calculation (wB97M-V/def2-TZVPD) on C4H5NO in the gas phase.

```
! RIJCOSX wB97M-V def2-TZVPD def2/J DEFGRID3
* xyz 0 1
N -0.379 1.361 -0.088
C 0.217 0.359 0.820
C -0.758 -0.719 0.301
O 0.237 -1.737 0.132
C 0.958 -0.546 -0.206
C -0.404 0.154 -0.919
H 0.243 2.082 -0.450
H 0.508 0.576 1.846
H -1.733 -1.003 0.684
H 2.049 -0.722 -0.236
H -0.936 0.195 -1.884
*
```

Computed properties:
HOMO energy in eV: -9.3
E_LUMO in Ha: 0.0414
Frontier orbital gap in eV: 10.4
Relative energy (zero: lowest compared OMol25 entry of this formula, charge and spin) in kJ/mol: 471.3